No. 1
{
  "formula": "C34H36EuF2N6S2Si2",
  "method": "ωB97M-V with the def2-TZVPD basis set",
  "elements": ["Eu", "C", "C", "N", "N", "C", "S", "N", "N", "H", "H", "H", "H", "H", "H", "F", "C", "C", "C", "C", "C", "F", "C", "C", "C", "C", "C", "C", "N", "H", "H", "H", "H", "H", "H", "C", "C", "C", "C", "C", "C", "C", "C", "C", "S", "C", "N", "H", "H", "H", "H", "H", "H", "H", "H", "C", "Si", "C", "C", "C", "C", "C", "C", "C", "Si", "C", "C", "H", "H", "H", "H", "H", "H", "H", "H", "H", "H", "H", "H", "H", "H", "H", "H"],
  "coordinates": [[0.408212, 0.872887, -0.860135], [4.431877, -1.919837, 1.962355], [4.513447, -0.613076, 1.234778], [5.302587, 0.323775, 1.615816], [5.141774, 1.365439, 0.729822], [4.118036, 1.110616, -0.130181], [3.426465, 2.190454, -1.225030], [3.747092, -0.196438, 0.219809], [2.682499, -0.836067, -0.441132], [5.320613, -2.131930, 2.612328], [4.373540, -2.727074, 1.184787], [3.504722, -1.999744, 2.482969], [5.525817, 2.273021, 0.862207], [2.164130, -1.556306, 0.189237], [3.019063, -1.240969, -1.293771], [2.880700, -0.124962, 4.645235], [2.595261, 0.771850, 3.688810], [1.514042, 0.516866, 2.873434], [1.118757, 1.514873, 1.951792], [1.796429, 2.763252, 1.944559], [2.901383, 2.914204, 2.773497], [3.749721, 4.001302, 2.633059], [3.295625, 1.940543, 3.660022], [1.245861, 3.907960, 1.186014], [1.335831, 5.132841, 1.753618], [0.837580, 6.280231, 1.085519], [0.299931, 6.133675, -0.180219], [0.074966, 4.812144, -0.592619], [0.483536, 3.735345, 0.095102], [1.028040, -0.442514, 2.864880], [4.260170, 2.076628, 4.191699], [1.929413, 5.265272, 2.642939], [0.919074, 7.254813, 1.621227], [-0.004533, 6.946755, -0.798041], [-0.339639, 4.618057, -1.605141], [-2.146840, -0.040512, 0.794567], [-2.896976, 0.603262, -0.317323], [-4.306712, 0.642504, -0.179071], [-5.054267, 1.234834, -1.143405], [-4.368716, 1.893484, -2.238124], [-5.132363, 2.615296, -3.250207], [-4.436851, 3.372356, -4.153961], [-3.006382, 3.296684, -4.218202], [-2.231281, 2.588042, -3.295413], [-0.506049, 2.437445, -3.487064], [-2.955480, 1.870589, -2.295413], [-2.285723, 1.206940, -1.284974], [-2.796985, -0.547693, 1.502755], [-1.503085, 0.674214, 1.341418], [-1.514511, -0.813781, 0.389673], [-4.736320, 0.095633, 0.686156], [-6.148180, 1.293012, -1.028013], [-6.196832, 2.610072, -3.394090], [-4.870663, 3.944252, -4.965633], [-2.427058, 3.733986, -4.948930], [0.058414, -3.321059, 3.013681], [0.511391, -3.242413, 1.094897], [1.185696, -5.058329, 1.047047], [-1.156816, -3.440494, 0.370499], [-2.287092, -3.853120, 1.126677], [-3.609211, -3.768381, 0.685209], [-3.814107, -3.380899, -0.631271], [-2.724230, -3.051019, -1.460888], [-1.388847, -2.995378, -0.963280], [-0.083741, -2.117288, -2.020354], [-0.728770, -2.155881, -3.859753], [1.473746, -3.251521, -2.271259], [-0.346949, -4.291420, 3.248006], [-0.717332, -2.609091, 3.450285], [0.957775, -3.153768, 3.622079], [0.305866, -5.731816, 1.025002], [1.841024, -5.448168, 1.820385], [1.703793, -5.272498, 0.103759], [-2.132749, -4.202161, 2.139589], [-4.487486, -4.077528, 1.208330], [-4.797717, -3.552409, -1.108907], [-2.913485, -2.767218, -2.483088], [-1.058804, -3.106937, -4.299244], [0.162509, -1.769933, -4.323964], [-1.546450, -1.446902, -3.915221], [1.221164, -4.292540, -2.496530], [1.997500, -3.413263, -1.341861], [2.294163, -2.873067, -2.873817]],
  "forces_ev_per_angstrom": [[0.1, 0.5, 0.0], [0.8, -1.0, -1.5], [0.5, -0.5, 1.6], [1.9, 1.0, 0.5], [-1.7, -1.7, -0.6], [-0.1, -0.1, 0.8], [0.1, -0.7, 0.1], [-0.8, 1.3, -2.2], [-0.4, 0.1, 1.3], [-0.9, 0.6, -0.6], [0.1, 0.5, 0.6], [-0.7, 0.0, 0.7], [0.2, 0.4, 0.3], [0.3, 0.6, -0.6], [0.1, -0.4, -0.4], [0.7, -0.7, 0.6], [-1.5, -0.3, 0.2], [0.4, 1.3, -1.0], [-0.4, -0.2, -0.6], [-0.3, -1.0, 0.2], [0.1, 0.0, -0.6], [-0.1, -0.2, 0.2], [2.0, 0.9, 0.3], [-0.9, -1.0, 0.0], [0.2, 3.1, -0.3], [0.6, -0.1, 1.1], [-0.2, -1.1, 0.8], [0.6, -0.3, -0.6], [0.2, -0.1, -1.1], [-0.1, -0.4, 0.2], [-0.9, -0.2, -0.2], [-0.3, 0.1, 0.3], [0.0, -0.7, -0.7], [-0.2, 0.5, -0.2], [0.0, -0.1, 0.9], [0.6, 0.2, 0.2], [-1.1, 0.4, 0.8], [-0.6, -0.9, 0.2], [0.4, 0.6, -0.3], [-1.8, 0.3, -0.6], [1.2, 0.2, 0.3], [2.0, -0.6, -0.6], [-1.2, -1.0, 2.4], [-0.2, -0.4, -0.7], [0.0, 0.1, 0.3], [-0.7, -0.4, 1.6], [1.1, 0.3, -0.8], [-0.1, 0.1, 0.0], [-0.2, -0.2, -0.2], [0.5, -0.5, -0.2], [0.1, 0.6, -0.7], [0.6, 0.0, -0.4], [-0.4, -0.3, 0.7], [-0.5, -0.1, 0.2], [0.7, 1.3, -1.8], [-0.5, 1.3, 0.5], [1.6, 0.4, 1.8], [-0.5, -0.8, -0.9], [-2.4, -0.1, -0.9], [0.1, 0.4, 0.2], [0.9, 0.0, -1.2], [0.3, -0.5, -1.4], [0.2, 0.1, 1.2], [-1.0, -0.7, -0.1], [0.4, 0.4, -0.6], [-0.4, -0.3, 1.2], [-0.1, -0.6, 1.0], [0.0, -0.7, 0.2], [0.8, -0.4, -0.8], [0.0, -0.2, -0.1], [0.2, 0.1, 0.1], [0.2, 0.4, 0.5], [0.0, 0.1, -0.1], [0.1, 0.0, 0.1], [-0.1, -0.3, 0.9], [0.4, 0.6, 0.4], [-0.1, 0.0, -0.3], [0.3, 0.0, 0.1], [0.1, 0.2, -0.8], [-0.1, 0.3, -0.4], [0.0, 0.0, -0.7], [0.1, 0.2, 0.9], [-0.2, 0.1, -0.9]],
  "total_charge": -2,
  "spin_multiplicity": 8,
  "e_lumo_ev": [4.336, 4.336],
  "orbital_gap_ev": [4.956, 4.950]
}

=====

No. 2
{
  "formula": "C34H36FN5O7ReSe",
  "method": "ωB97M-V with the def2-TZVPD basis set",
  "elements": ["Re", "C", "O", "C", "C", "C", "C", "C", "C", "N", "N", "C", "O", "C", "C", "C", "C", "C", "C", "C", "O", "H", "H", "H", "H", "H", "H", "H", "H", "H", "H", "H", "H", "F", "C", "C", "C", "C", "O", "C", "C", "N", "C", "C", "C", "C", "C", "C", "N", "C", "C", "N", "C", "C", "C", "O", "O", "H", "H", "H", "H", "H", "H", "H", "H", "H", "H", "H", "H", "H", "H", "H", "H", "H", "H", "C", "C", "O", "H", "H", "H", "H", "H", "H", "Se"],
  "coordinates": [[14.123172, 14.024354, 11.462054], [16.348820, 13.606896, 7.501044], [17.417724, 13.641848, 8.481080], [17.506464, 14.758399, 9.242500], [18.704020, 15.414360, 9.361853], [18.807743, 16.563805, 10.146742], [17.710283, 17.034956, 10.837677], [16.474253, 16.360212, 10.756891], [15.299360, 16.863810, 11.437822], [14.304579, 16.103040, 11.765413], [13.073797, 16.705424, 12.041862], [12.125034, 15.941459, 11.609823], [12.342204, 14.803517, 10.994733], [10.729526, 16.368935, 11.764203], [10.420426, 17.619514, 12.289395], [9.106675, 17.993400, 12.422566], [8.088088, 17.139380, 11.994986], [8.422328, 15.885889, 11.456682], [9.726690, 15.509406, 11.313029], [16.337220, 15.219870, 9.938189], [15.193008, 14.632075, 9.770461], [16.782764, 13.045937, 6.674793], [16.104026, 14.620646, 7.176344], [15.458636, 13.084361, 7.861132], [19.599905, 15.023081, 8.875735], [19.752227, 17.086498, 10.174234], [17.751060, 17.916345, 11.480004], [15.164962, 17.936919, 11.611433], [11.244008, 18.228805, 12.644338], [8.848044, 18.933122, 12.886836], [7.037488, 17.431370, 12.052629], [7.648449, 15.200026, 11.131801], [9.985388, 14.544495, 10.927553], [18.390864, 13.236271, 16.373123], [18.079115, 12.322490, 15.403819], [17.450186, 12.740599, 14.276008], [17.144724, 11.783479, 13.286570], [16.272147, 12.158843, 12.182989], [16.008989, 13.375386, 12.063115], [15.802442, 11.096705, 11.382541], [16.423229, 9.899812, 11.480612], [17.328608, 9.542340, 12.435338], [17.996944, 8.258177, 12.388335], [17.596360, 7.144641, 13.360812], [17.220990, 7.070214, 11.904429], [17.608696, 10.470464, 13.426004], [18.282354, 10.096675, 14.587656], [18.494026, 11.005825, 15.607594], [19.116421, 10.591260, 16.783080], [18.666742, 11.057640, 18.081778], [19.026517, 9.962182, 19.115074], [18.992578, 8.652288, 18.400845], [20.147637, 8.511264, 17.431850], [20.383417, 9.854543, 16.750149], [14.696389, 11.210852, 10.352758], [14.610987, 10.299208, 9.520795], [13.875410, 12.210355, 10.439448], [17.106462, 13.756513, 14.156302], [16.162549, 9.110077, 10.731025], [19.064078, 8.301609, 12.156833], [16.780322, 7.379783, 14.040603], [18.344989, 6.482900, 13.742855], [16.170331, 7.242863, 11.652373], [17.753072, 6.362707, 11.279310], [18.586826, 9.064280, 14.757722], [17.581050, 11.191397, 18.084451], [19.132528, 12.011135, 18.407212], [18.306708, 9.943392, 19.918231], [19.992901, 10.087366, 19.575854], [18.128292, 8.594830, 17.835411], [18.967980, 7.883905, 19.070269], [19.868507, 7.751633, 16.724438], [21.012276, 8.192705, 17.971175], [20.683620, 9.724640, 15.717202], [21.174070, 10.390944, 17.294275], [9.974659, 10.060849, 12.225034], [10.824559, 10.967742, 11.401600], [10.140138, 12.208719, 11.325304], [10.277606, 9.017109, 12.212125], [8.966238, 10.157411, 11.823266], [9.949572, 10.388979, 13.280390], [10.971064, 10.541323, 10.379639], [11.825261, 11.117104, 11.816541], [10.845918, 12.867789, 11.167744], [13.327945, 13.422209, 13.623950]],
  "forces_ev_per_angstrom": [[-0.2, 0.2, -0.3], [0.5, -0.3, 0.1], [-0.3, -0.5, -0.4], [-0.9, 0.3, 0.2], [0.3, -0.1, 0.1], [-0.1, 0.4, 0.3], [-0.3, -0.1, 0.1], [0.5, 0.0, 0.3], [-0.7, 0.0, 0.3], [0.1, -0.2, -0.2], [0.6, 0.4, 0.3], [0.3, -0.3, -0.1], [-0.4, 0.1, -0.1], [-0.2, 0.0, -0.6], [0.6, -0.5, 0.3], [-0.9, -0.1, 0.0], [0.2, -0.4, -0.3], [-1.1, 0.7, 0.0], [0.7, 0.4, 0.6], [0.5, 0.4, -0.3], [0.1, -0.6, -0.4], [-0.1, 0.1, -0.2], [-0.1, -0.1, 0.1], [0.2, 0.2, 0.1], [-0.4, 0.0, -0.1], [0.1, 0.1, 0.2], [0.2, -0.1, -0.3], [0.1, -0.2, -0.1], [-0.2, 0.1, -0.1], [0.0, 0.2, -0.1], [0.3, 0.0, 0.1], [-0.1, 0.1, 0.0], [0.0, -0.1, -0.2], [-0.1, -0.4, -0.2], [0.5, 0.6, 0.6], [-0.6, -0.6, -0.4], [0.4, 0.1, 0.3], [0.4, 0.6, 0.6], [0.1, -0.4, -0.1], [-0.4, 0.2, -0.4], [0.0, -1.5, -0.7], [-0.2, 0.1, -0.2], [0.0, -0.4, 0.4], [-0.8, 0.8, -0.4], [0.0, 0.1, 0.0], [0.1, -0.1, 0.0], [0.2, -0.3, 0.4], [-0.2, 0.1, -0.8], [0.5, -0.3, 0.6], [0.7, 0.1, 0.3], [-0.5, 0.5, -0.3], [-0.1, -0.2, -0.3], [-0.3, 0.1, -0.1], [-0.8, 0.8, 0.6], [-0.8, -0.3, -0.9], [0.0, 0.8, 0.7], [0.9, -0.4, 0.4], [0.0, 0.1, 0.0], [0.2, 1.0, 0.7], [-0.3, 0.1, -0.1], [0.2, -0.1, -0.1], [0.4, -0.2, 0.1], [0.5, -0.2, 0.1], [-0.2, 0.1, 0.0], [-0.1, 0.2, -0.2], [0.1, 0.1, -0.2], [-0.3, -0.4, -0.2], [-0.3, -0.1, 0.2], [0.5, -0.1, -0.1], [0.3, 0.2, 0.3], [0.1, -0.1, -0.1], [-0.2, -0.4, -0.3], [0.5, -0.3, 0.5], [0.1, -0.1, 0.0], [-0.1, 0.1, -0.2], [-0.5, 0.0, 0.8], [0.6, -0.2, -0.8], [0.8, 0.6, -0.3], [0.1, -0.1, -0.2], [-0.2, -0.3, 0.1], [0.0, 0.0, -0.4], [-0.1, 0.2, 0.5], [-0.1, 0.0, 0.1], [-0.5, -0.2, 0.2], [0.2, -0.2, 0.1]],
  "spin_multiplicity": 4,
  "e_lumo_ev": [-1.977, -1.978],
  "orbital_gap_ev": [2.859, 3.609]
}

=====

No. 3
{
  "formula": "C34H36N4O4",
  "method": "ωB97M-V with the def2-TZVPD basis set",
  "elements": ["C", "O", "C", "C", "C", "C", "C", "C", "N", "C", "C", "C", "C", "C", "C", "C", "C", "C", "C", "O", "N", "C", "C", "C", "N", "C", "C", "C", "C", "C", "C", "C", "C", "C", "C", "C", "O", "N", "C", "C", "O", "C", "H", "H", "H", "H", "H", "H", "H", "H", "H", "H", "H", "H", "H", "H", "H", "H", "H", "H", "H", "H", "H", "H", "H", "H", "H", "H", "H", "H", "H", "H", "H", "H", "H", "H", "H", "H"],
  "coordinates": [[-2.885714, 2.531066, -2.529370], [-2.023523, 2.467426, -1.422617], [-0.830557, 1.828934, -1.566822], [-0.344207, 1.298606, -2.748935], [0.869070, 0.623595, -2.780323], [1.621849, 0.490925, -1.630093], [2.865265, -0.381551, -1.621048], [3.968991, 0.161509, -0.796512], [4.910492, 1.060708, -1.223826], [5.757938, 1.329335, -0.184318], [6.861263, 2.168850, -0.116600], [7.540463, 2.237008, 1.081265], [7.135057, 1.490333, 2.190715], [6.041355, 0.656289, 2.132982], [5.336106, 0.565442, 0.933778], [4.189080, -0.167531, 0.507348], [3.326240, -1.117606, 1.259851], [2.480620, -2.013837, 0.340555], [0.999491, -2.026626, 0.767909], [0.571038, -1.333858, 1.671394], [0.269609, -2.864900, 0.007888], [-1.194797, -2.817359, 0.000994], [-1.680413, -1.498542, -0.603457], [-3.214334, -1.453876, -0.602265], [-3.796278, -1.668586, 0.705878], [-3.683214, -0.510432, 1.581501], [-4.553870, 0.610407, 1.076384], [-5.884740, 0.357042, 0.764053], [-6.703984, 1.371699, 0.306016], [-6.203540, 2.655944, 0.161606], [-4.879571, 2.914127, 0.469722], [-4.055844, 1.895868, 0.920357], [-3.329377, -2.910904, 1.279673], [-1.799871, -3.010196, 1.390383], [0.939307, -3.524112, -1.097697], [1.740765, -2.488192, -1.884695], [1.670160, -2.378000, -3.091346], [2.485297, -1.695670, -1.084658], [1.161085, 1.054417, -0.442374], [-0.056665, 1.705599, -0.389812], [-0.601994, 2.233218, 0.739252], [0.049210, 1.987338, 1.966496], [-2.462043, 3.137004, -3.337607], [-3.125024, 1.533041, -2.911787], [-3.797520, 2.999813, -2.162543], [-0.913363, 1.385582, -3.660385], [1.207544, 0.181476, -3.704197], [3.185255, -0.556005, -2.655762], [4.954567, 1.466224, -2.142683], [7.174573, 2.746647, -0.973654], [8.403787, 2.879937, 1.167263], [7.695892, 1.574694, 3.109904], [5.731662, 0.084017, 2.994712], [3.944680, -1.746338, 1.904067], [2.639251, -0.572372, 1.918545], [2.860453, -3.041362, 0.427431], [-1.531033, -3.646527, -0.633236], [-1.287423, -0.671795, -0.012021], [-1.301569, -1.389302, -1.622199], [-3.557226, -0.486565, -0.974688], [-3.599471, -2.235101, -1.267447], [-4.040823, -0.815631, 2.570784], [-2.650524, -0.149694, 1.694718], [-6.264293, -0.647563, 0.875703], [-7.736567, 1.164077, 0.063871], [-6.845258, 3.450628, -0.191781], [-4.479312, 3.911232, 0.356818], [-3.018701, 2.106287, 1.131568], [-3.779803, -3.031412, 2.267467], [-3.696775, -3.721293, 0.639093], [-1.427787, -2.240231, 2.063709], [-1.516556, -3.985034, 1.791254], [0.204689, -3.971124, -1.766616], [1.600243, -4.319645, -0.729740], [1.762267, 0.965028, 0.445146], [-0.604279, 2.401939, 2.732871], [1.020623, 2.490496, 2.012926], [0.182571, 0.914954, 2.139280]],
  "forces_ev_per_angstrom": [[-0.2, 0.0, -0.2], [0.4, -0.1, 0.3], [0.0, 0.1, 0.1], [-0.3, 0.2, 0.1], [0.2, 0.0, 0.1], [0.0, 0.1, -0.3], [-0.1, 0.1, -0.2], [0.0, -0.4, 0.5], [-0.2, 0.1, -0.4], [0.2, -0.1, 0.6], [0.0, 0.1, -0.1], [0.0, 0.1, -0.1], [0.1, 0.0, 0.2], [0.0, 0.0, -0.1], [0.1, 0.3, -0.3], [-0.2, -0.1, -0.5], [0.0, 0.1, 0.0], [-0.1, -0.2, 0.5], [0.5, -0.1, 0.2], [-0.2, 0.2, 0.2], [-0.3, -0.3, 0.0], [-0.2, 0.3, 0.3], [-0.3, -0.2, 0.0], [0.2, 0.1, -0.2], [-0.2, 0.0, 0.1], [-0.1, -0.1, 0.0], [0.1, 0.1, 0.1], [0.0, 0.0, 0.0], [-0.1, -0.1, 0.0], [0.0, 0.1, 0.0], [-0.1, 0.1, 0.0], [0.0, -0.1, 0.1], [0.2, -0.2, 0.1], [-0.3, 0.0, -0.1], [0.3, 0.0, -0.3], [-0.1, -0.6, -0.1], [-0.1, 0.1, -0.3], [0.5, 0.2, -0.1], [-0.2, 0.2, 0.0], [-0.1, 0.0, 0.0], [-0.2, 0.0, -0.5], [0.2, -0.1, 0.3], [0.0, 0.0, 0.0], [0.0, 0.0, 0.0], [0.0, 0.0, -0.1], [-0.1, 0.0, -0.1], [0.0, -0.1, -0.1], [0.0, 0.1, 0.2], [0.0, 0.0, 0.1], [0.1, 0.1, -0.1], [0.1, 0.1, 0.0], [0.0, 0.0, 0.1], [0.0, 0.0, 0.1], [-0.1, 0.0, 0.0], [0.1, -0.1, 0.0], [-0.1, 0.2, 0.0], [0.1, 0.1, 0.1], [0.1, 0.0, 0.0], [0.0, 0.0, 0.0], [0.0, -0.1, -0.1], [0.0, 0.1, -0.1], [0.1, 0.0, 0.0], [0.0, 0.0, 0.1], [0.0, -0.1, 0.0], [-0.1, 0.0, 0.0], [0.0, 0.1, 0.0], [0.0, 0.1, 0.0], [0.1, 0.0, 0.0], [0.0, -0.1, 0.0], [0.0, -0.1, 0.1], [0.0, -0.1, 0.0], [0.0, 0.0, 0.0], [0.1, 0.1, 0.1], [-0.1, 0.0, -0.1], [0.0, 0.0, 0.2], [0.1, 0.0, 0.0], [0.0, 0.0, 0.0], [0.0, 0.1, 0.0]],
  "e_lumo_ev": 0.614,
  "smiles": "COc1ccc([C@H]2c3[nH]c4ccccc4c3C[C@H]3C(=O)N(C4CCN(Cc5ccccc5)CC4)CC(=O)N23)cc1OC",
  "orbital_gap_ev": 8.524
}

=====

Energy relative to the best compared isomer or geometry (same formula, charge and spin) for every record listed, in sequence, given in kJ/mol: 0.0; 0.0; 0.0.
Maximum force for every record listed, in sequence, given in eV/A: 3.1; 1.7; 0.6.